{"formula": "C30H18F5I2N4NaSeTe", "method": "the ωB97M-V functional and the def2-TZVPD basis", "species": ["Na", "C", "C", "C", "C", "C", "C", "N", "N", "C", "C", "C", "C", "C", "C", "H", "H", "H", "H", "H", "H", "H", "H", "H", "I", "I", "F", "C", "C", "C", "F", "C", "F", "C", "F", "C", "F", "Se", "N", "C", "C", "C", "C", "C", "C", "N", "H", "H", "H", "H", "Te", "C", "C", "C", "C", "C", "C", "H", "H", "H", "H", "H"], "positions_angstrom": [[0.7549, 0.7934, 1.4241], [-0.7792, -1.4338, 5.6422], [-1.7071, -2.1340, 4.8824], [-1.5245, -2.2809, 3.5196], [-0.4203, -1.7023, 2.8964], [0.5142, -1.0142, 3.6634], [0.3390, -0.8878, 5.0284], [-0.2628, -1.7460, 1.4964], [-0.5980, -2.8486, 0.9815], [-0.8473, -2.8183, -0.3759], [-0.8532, -4.0224, -1.1016], [-1.1711, -4.0101, -2.4384], [-1.5525, -2.8209, -3.0721], [-1.6457, -1.6498, -2.3449], [-1.2383, -1.6264, -1.0178], [-0.9312, -1.3179, 6.7082], [-2.5868, -2.5572, 5.3523], [-2.2557, -2.7951, 2.9111], [1.4107, -0.6200, 3.1986], [1.0879, -0.3686, 5.6122], [-0.6041, -4.9410, -0.5829], [-1.1443, -4.9297, -3.0112], [-1.7876, -2.8226, -4.1297], [-2.0035, -0.7346, -2.8032], [3.2862, -0.6076, 0.3880], [4.9803, -0.9999, 3.1345], [-3.4010, 0.0608, 2.5662], [-2.7481, 1.2313, 2.8185], [-1.3997, 1.3510, 2.4972], [-0.8818, 2.5547, 2.9083], [0.4657, 2.7855, 2.7203], [-1.5677, 3.5699, 3.5474], [-0.9615, 4.7137, 3.9366], [-2.9093, 3.3926, 3.8089], [-3.6195, 4.3587, 4.4199], [-3.5066, 2.1998, 3.4501], [-4.8073, 2.0073, 3.7544], [-1.5527, -0.0727, 0.1423], [-0.2571, 1.0131, -0.4449], [-0.8837, 1.8765, -1.3271], [-0.2273, 2.8301, -2.0975], [-0.9492, 3.6242, -2.9933], [-2.3246, 3.4976, -3.0985], [-3.0094, 2.5666, -2.3155], [-2.3051, 1.7319, -1.4503], [-2.8680, 0.7279, -0.7017], [0.8487, 2.9289, -2.0206], [-0.4176, 4.3405, -3.6112], [-2.8693, 4.1207, -3.8007], [-4.0858, 2.4599, -2.3841], [1.9636, -0.2540, -1.9166], [3.7402, -0.5073, -3.0842], [3.9272, 0.3505, -4.1680], [5.0503, 0.2658, -4.9769], [6.0262, -0.6858, -4.7138], [5.8522, -1.5539, -3.6440], [4.7218, -1.4668, -2.8452], [3.1797, 1.1118, -4.3685], [5.1795, 0.9605, -5.7992], [6.9156, -0.7416, -5.3304], [6.6084, -2.2989, -3.4248], [4.6134, -2.1548, -2.0146]], "forces_ev_per_a": [[0.668, 0.243, 0.682], [-0.023, -0.045, -0.056], [-0.003, 0.007, 0.070], [0.014, 0.085, -0.264], [0.091, -0.303, 0.913], [0.024, -0.080, -0.187], [0.097, -0.024, 0.133], [0.459, -0.986, -0.576], [-0.090, 0.350, 1.163], [-0.031, 0.421, -1.545], [0.089, 0.121, 0.457], [-0.021, 0.027, -0.295], [0.007, -0.067, 0.115], [0.123, 0.025, -0.075], [-0.006, -0.779, 0.445], [0.025, 0.022, -0.004], [0.004, 0.015, -0.008], [-0.002, 0.013, -0.015], [0.113, -0.051, 0.067], [-0.010, 0.020, -0.024], [0.018, 0.001, -0.031], [0.028, -0.014, 0.038], [-0.040, -0.028, 0.008], [-0.028, 0.024, 0.060], [0.247, -0.076, 0.416], [0.084, -0.024, 0.286], [-0.141, -0.023, -0.060], [0.676, -0.119, 0.019], [-0.741, 0.801, 0.943], [-0.385, -0.317, 0.019], [0.348, 0.120, -0.111], [0.185, 0.144, 0.000], [-0.036, 0.048, -0.006], [0.062, -0.023, -0.039], [-0.066, 0.059, 0.080], [-0.017, -0.073, -0.036], [-0.083, -0.006, -0.013], [-1.551, 0.192, -1.082], [0.215, 0.079, -0.171], [-0.035, 0.169, -0.375], [0.002, -0.174, 0.124], [-0.053, 0.138, -0.089], [0.107, 0.123, -0.054], [0.089, -0.120, 0.055], [0.192, -0.042, -0.203], [-0.434, 0.011, 0.069], [0.004, -0.008, 0.035], [-0.029, 0.015, 0.016], [-0.024, 0.005, 0.040], [0.002, -0.029, -0.012], [-0.060, 0.228, -0.873], [0.097, -0.114, -0.165], [-0.222, 0.119, 0.035], [0.120, -0.045, -0.020], [-0.038, 0.026, -0.008], [0.073, 0.036, -0.057], [-0.058, -0.127, 0.145], [0.044, 0.014, -0.004], [-0.040, -0.009, -0.006], [-0.003, -0.020, 0.006], [-0.020, -0.009, 0.015], [-0.018, 0.036, 0.012]], "relative_energy_kcal_mol": 48.47, "homo_lumo_gap_ha": 0.1815, "total_energy_ev": -144206.385, "e_lumo_ev": 3.71, "homo_energy_ev": -1.23, "charge": -2}